# 1
The following is a DFT calculation (wB97M-V/def2-TZVPD) of the ion C5H12FN2 with charge +1 at a distorted geometry.

* total charge: +1
* spin multiplicity: 1
* structure (SMILES): C[N@@+]1(CF)CCCN1
* energy relative to the best compared isomer or geometry (same formula, charge and spin): 59.0 kcal/mol

Last column: natural (NBO) charge in e.
Element x y z (Å)
H 0.498 2.136 -0.319  0.202
C -2.047 -0.075 -0.127  0.225
H -0.729 -2.286 -0.991  0.228
H -2.470 -0.349 0.904  0.220
H 1.708 1.722 1.249  0.243
N 0.223 0.228 -1.217  -0.440
H 2.425 0.221 0.757  0.229
H 0.019 -2.492 0.695  0.242
C -0.086 -1.856 -0.316  -0.432
F -2.124 1.272 -0.031  -0.323
C 1.118 1.322 -0.710  -0.239
H -0.246 0.731 1.757  0.235
H 0.883 -1.923 -0.848  0.260
H 0.542 -0.676 1.843  0.232
N -0.358 -0.426 -0.131  -0.097
H -0.487 0.535 -1.779  0.372
C 0.308 0.039 1.182  -0.215
H 1.825 1.492 -1.511  0.256
C 1.549 0.851 0.650  -0.419
H -2.552 -0.467 -1.055  0.219

---

# 2
The following is a DFT calculation (wB97M-V/def2-TZVPD) of a cluster of 7 separate species, C47H103N5O7 in total at a distorted geometry.

* total charge: 0
* spin multiplicity: 1
* structure (SMILES): CC1(C)CCCC(C)(C)N1O.CC1(C)CCCC(C)(C)N1O.CC1(C)CCCC(C)(C)N1O.CC1(C)CCCC(C)(C)N1O.CC1(C)CCCC(C)(C)N1O.CO.CO
* energy relative to the best compared isomer or geometry (same formula, charge and spin): 5.4 kcal/mol

Last column: Löwdin charge in e.
Element x y z (Å)
H 2.156 0.019 12.054  0.068
H 3.363 2.556 12.028  0.066
O 3.468 1.605 12.000  -0.108
H -0.879 0.990 14.998  0.082
C -5.986 -2.550 13.159  -0.116
H -7.208 -4.137 14.077  0.112
H -0.291 4.011 11.489  0.110
H 4.171 -5.526 9.020  0.079
C -3.538 -2.340 13.621  -0.017
C 1.025 0.049 6.799  -0.165
C 3.558 0.468 6.550  -0.495
O 4.413 0.780 4.348  -0.016
H 3.182 -1.566 6.135  0.070
H 5.488 1.539 6.571  0.076
C 0.346 -3.150 10.579  -0.136
H 1.676 -1.419 10.507  0.079
C 3.110 -3.707 9.586  -0.495
H -5.162 -1.064 10.876  0.095
C 4.633 1.352 7.223  -0.013
N -4.001 1.071 16.098  -0.093
H -5.683 2.571 17.739  0.087
H -0.379 -2.654 11.230  0.104
H 5.007 0.838 8.107  0.086
C 2.088 -2.813 8.850  -0.120
O 3.267 -5.329 11.330  -0.010
H 3.871 -1.891 10.561  0.076
H -5.472 -6.501 10.371  0.087
H 2.405 0.759 10.452  0.057
C -3.787 -5.689 12.529  -0.018
H -6.437 2.395 14.094  0.122
H -6.063 -1.960 14.069  0.091
H -2.884 1.069 13.579  0.106
O -0.819 3.778 10.717  -0.021
H -0.887 6.431 11.991  0.089
H 0.216 -5.924 10.791  0.088
C 1.818 1.868 3.514  -0.033
C 1.155 -2.127 9.851  -0.185
H 4.844 -1.160 5.833  0.088
H -0.604 2.855 7.966  0.072
H -3.735 6.039 9.426  0.085
C -0.518 6.993 8.009  -0.189
C 1.644 -3.374 12.729  -0.016
H 2.599 -1.998 8.335  0.066
H -2.242 7.722 8.993  0.119
C 0.278 4.703 8.769  -0.496
H -3.900 -1.682 14.413  0.069
C -1.651 5.890 10.010  -0.501
H -5.523 -4.937 9.666  0.088
H 4.292 -4.268 7.742  0.081
H -6.767 -2.246 12.459  0.125
H 2.192 4.759 9.821  0.089
C -0.311 3.846 7.621  -0.007
H 0.039 0.187 4.845  0.121
H 4.201 2.327 7.454  0.072
H -1.153 4.361 7.160  0.071
O -3.821 0.665 17.454  -0.007
H -0.751 7.880 9.919  0.120
H 4.845 1.641 4.339  0.106
H -2.396 7.173 11.603  0.087
C 2.078 -0.598 3.674  -0.036
C -4.807 -4.873 11.694  -0.530
H -3.873 -0.295 17.395  0.102
H 3.596 -4.833 12.096  0.088
C -6.251 -3.998 13.570  -0.170
O -0.407 0.959 9.788  -0.137
H -2.826 4.920 8.404  0.069
H 0.729 -3.197 13.304  0.088
H -1.544 3.490 15.944  0.089
H -0.206 -3.757 9.859  0.126
H -0.529 -5.107 12.100  0.070
H -1.099 1.074 16.770  0.083
H 4.333 -1.313 7.534  0.058
H 1.488 6.563 8.663  0.121
C 3.675 -4.679 8.545  -0.032
H 1.618 2.792 4.050  0.076
H -3.507 -5.157 13.439  0.060
H -2.581 -1.966 13.253  0.074
C -5.368 1.496 15.856  -0.515
H 2.141 1.623 7.722  0.096
C 2.300 0.957 11.518  -0.157
H -3.945 -5.691 9.867  0.078
C -4.920 -5.562 10.337  -0.040
H 2.091 -2.397 12.540  0.071
C -5.507 1.890 14.368  -0.132
H 1.049 -1.045 6.735  0.105
H 0.453 3.743 6.852  0.077
C 4.242 -2.824 10.125  -0.018
C 2.302 0.589 7.415  -0.134
C 1.610 4.075 9.194  -0.031
H -6.467 0.193 17.180  0.082
H -5.890 -0.589 15.737  0.062
C 1.262 -4.053 11.419  -0.497
C -2.948 5.285 9.422  -0.012
H -5.534 -4.444 14.269  0.110
H -1.085 -0.345 11.295  0.074
H 0.533 -1.391 9.319  0.099
H -1.896 -0.169 15.713  0.080
H -4.461 2.904 12.724  0.108
C -6.172 -4.920 12.350  -0.154
H -6.828 3.053 16.439  0.088
H -1.292 1.406 11.570  0.062
H 0.991 5.938 7.110  0.123
C -1.327 7.204 9.279  -0.133
H -6.415 -5.955 12.598  0.120
H -3.289 3.868 16.169  0.058
H 0.963 -5.992 12.395  0.079
C 0.458 -5.342 11.679  -0.032
C -6.338 0.339 16.102  -0.032
C -1.840 6.238 11.492  -0.039
H 4.785 -2.423 9.257  0.066
H 1.405 1.559 11.681  0.067
H 5.013 -3.288 10.736  0.083
H -4.238 -6.611 12.901  0.087
H 2.239 3.827 8.341  0.076
H -2.376 5.498 12.089  0.073
N 3.315 0.959 5.202  -0.104
C 4.027 -1.004 6.536  -0.016
H -0.564 1.888 9.572  0.031
C -1.302 0.610 10.817  -0.146
H 1.195 -0.686 3.041  0.081
H -4.443 3.703 14.244  0.102
C 0.670 6.053 8.149  -0.137
H 1.544 -3.376 8.093  0.123
N 2.426 -4.473 10.621  -0.113
H -7.346 0.430 15.703  0.091
H 2.723 1.994 2.913  0.078
H 2.473 0.059 8.358  0.097
H 2.869 -5.095 7.926  0.080
H -4.653 -0.273 12.417  0.063
C -3.024 2.011 14.123  -0.150
C -2.813 1.779 15.618  -0.517
C 2.060 0.701 4.497  -0.502
H -5.155 3.552 16.414  0.056
H 0.169 0.258 7.442  0.093
H -2.179 2.587 13.722  0.110
H -3.478 -0.961 11.354  0.043
H -3.231 4.426 10.032  0.075
C -1.589 0.874 15.822  -0.022
C -4.328 2.713 13.790  -0.159
H 1.533 3.172 9.807  0.061
H 2.264 -3.962 13.406  0.080
H -1.206 6.568 7.259  0.107
H 2.934 -0.608 2.993  0.081
H 2.165 -1.511 4.265  0.074
H 0.462 1.699 5.580  0.094
C 0.822 0.679 5.424  -0.122
H -3.304 -3.306 14.072  0.066
H -0.243 7.905 7.472  0.115
C -4.487 -1.108 11.733  -0.029
C -2.508 3.120 16.291  -0.029
H -3.304 -3.136 10.077  0.111
H -5.614 0.986 13.752  0.092
H -2.888 -5.887 11.952  0.068
C -5.817 2.721 16.666  -0.025
H -6.970 -4.636 11.651  0.122
H -2.453 2.980 17.376  0.090
C -4.603 -2.430 12.502  -0.493
H -2.349 0.545 10.502  0.073
H 1.054 1.573 2.794  0.083
N -0.535 4.946 9.944  -0.090
O -3.082 -3.382 10.982  -0.017
N -4.400 -3.487 11.512  -0.091

---

# 3
The following is a DFT calculation (wB97M-V/def2-TZVPD) of a structure of composition C4H6ClF at a distorted geometry.

* total charge: 0
* spin multiplicity: 1
* energy relative to the best compared isomer or geometry (same formula, charge and spin): 35.7 kcal/mol

Last column: natural (NBO) charge in e.
Element x y z (Å)
H 1.820 0.135 0.179  0.210
H 0.004 1.499 1.031  0.225
H 0.633 0.792 -1.533  0.210
C 0.177 -0.200 -1.023  -0.426
H 0.051 -0.990 -1.771  0.230
C -0.029 0.411 1.029  -0.443
H -0.334 -0.148 1.899  0.230
C 0.940 -0.422 0.295  -0.402
H 1.167 -1.412 0.498  0.224
Cl -2.099 1.265 -0.638  -0.037
C -0.907 0.111 -0.164  0.322
F -1.422 -1.040 0.197  -0.342

---

# 4
The following is a DFT calculation (wB97M-V/def2-TZVPD) of a cluster of 8 separate species, C39H54O13 in total at a distorted geometry.

* total charge: 0
* spin multiplicity: 1
* structure (SMILES): Oc1ccc(O)cc1.Oc1ccc(O)cc1.Oc1ccc(O)cc1.Oc1ccc(O)cc1.Oc1ccc(O)cc1.CC(C)O.CC(C)O.CC(C)O

Last column: Löwdin charge in e.
Element x y z (Å)
C 0.783 -0.025 -0.276  -0.458
C 5.386 -2.142 -0.072  -0.309
H -4.245 -0.429 -0.540  0.063
C -3.977 -2.530 -0.444  -0.468
H -3.187 3.183 -1.592  0.094
C 3.283 2.367 3.364  -0.344
C -3.194 -2.581 0.872  -0.063
C 0.170 -2.857 2.949  -0.029
H -2.471 -5.153 -3.685  0.098
C -2.815 -1.794 -4.633  -0.051
C -1.769 1.873 -5.478  -0.046
H 1.673 -0.444 -2.065  0.075
H 0.255 1.780 -6.804  0.056
H 4.816 1.298 4.282  0.102
C -2.519 2.761 -3.334  -0.327
O 5.287 -1.041 0.736  0.026
O 0.900 0.961 0.809  -0.068
H 3.515 0.672 2.517  0.075
C -3.482 3.595 1.741  -0.024
C 4.082 2.820 5.610  -0.001
C 0.385 -1.543 4.969  0.010
H -3.033 -1.429 -3.664  0.062
H -3.315 -2.226 -1.239  0.087
H 2.573 0.766 -1.210  0.099
H -5.151 -2.875 -4.535  0.081
H 6.650 -5.226 0.270  0.128
H -3.507 -1.303 -5.270  0.067
C -0.671 -0.198 -0.565  -0.017
H -5.682 4.491 1.404  0.109
C -1.252 3.817 0.729  -0.359
H 4.958 -0.289 0.260  0.091
H 6.578 -3.120 1.492  0.119
H -0.731 -0.863 -1.495  0.121
H -0.066 -1.315 5.881  0.099
O -1.753 -2.605 4.492  -0.012
H -1.922 -3.566 4.288  0.121
C -2.346 -4.050 -3.584  -0.051
C 2.171 -1.683 3.449  -0.303
H -2.776 -1.577 1.096  0.074
H -1.957 2.116 1.879  0.111
H -2.422 -3.320 0.860  0.053
C 6.164 -4.365 -0.182  -0.042
H 5.296 -5.831 -2.832  0.093
H -1.037 3.311 -1.926  0.108
C 5.612 -4.538 -1.427  -0.299
H 2.333 -0.619 5.221  0.109
O -4.565 -3.829 -0.723  -0.058
H -4.104 2.917 2.253  0.102
C -3.810 4.808 1.147  -0.316
H 1.646 3.497 2.699  0.104
C -1.206 2.903 -2.944  -0.010
H 1.822 1.122 1.071  0.065
C 5.001 -3.459 -2.094  -0.009
H -3.253 -3.789 -5.535  0.138
C -2.799 2.112 -4.580  -0.006
O -4.533 -3.412 -4.039  -0.079
H -2.421 -3.709 -2.576  0.045
C 4.816 -2.258 -1.363  -0.010
O 3.224 1.570 2.303  0.027
C 4.150 2.102 4.394  -0.014
H -0.496 -3.476 2.274  0.125
H 0.182 2.481 0.722  0.057
O 0.042 3.445 0.535  0.006
O 0.588 1.755 -5.941  0.034
C 1.634 -1.084 4.589  0.014
H 1.052 1.228 -2.033  0.072
H -1.121 0.754 -0.800  0.074
H 4.467 -3.593 -3.012  0.104
C -0.468 2.121 -5.091  -0.320
H 3.898 -1.703 2.453  0.104
C 2.359 3.420 3.500  -0.001
H -0.780 5.772 -0.013  0.140
C -0.406 -2.337 4.102  -0.280
O 5.574 -5.854 -1.914  0.030
H -1.784 -1.526 -4.860  0.090
O 3.126 4.687 6.800  0.039
C -2.865 5.627 0.544  -0.008
C -4.915 -1.269 -0.382  -0.046
O 3.427 -1.181 3.147  -0.007
H 1.482 4.912 4.739  0.127
H -3.862 -2.948 1.644  0.083
H -3.855 1.950 -4.897  0.127
C 1.535 0.415 -1.449  -0.054
H 1.245 -0.920 -0.006  0.107
C 6.106 -3.208 0.532  -0.003
H 1.985 -2.837 1.721  0.111
C -2.202 3.099 1.509  -0.004
C 3.165 3.850 5.738  -0.331
O -5.126 5.287 1.250  0.009
C -3.181 -3.251 -4.576  -0.454
H 0.897 2.823 -3.549  0.115
H -5.472 -1.228 0.572  0.082
H -1.287 -3.756 -3.833  0.094
H 4.271 -1.351 -1.735  0.116
H -1.204 -0.650 0.236  0.044
H -5.654 -1.178 -1.183  0.070
H 4.802 2.685 6.407  0.115
H 2.642 5.504 6.631  0.106
O -3.547 2.984 -2.475  0.043
C -0.126 2.628 -3.855  -0.006
C -1.595 5.086 0.343  -0.040
C 2.265 4.126 4.666  -0.014
H -1.996 1.546 -6.506  0.125
H -4.702 -3.727 -1.704  0.076
C 1.486 -2.565 2.631  -0.026
H -3.139 6.609 0.207  0.116

---

Number 1: lowest unoccupied orbital energy -0.10099 Ha, HOMO-LUMO gap 11.689 eV. Number 2: lowest unoccupied orbital energy 0.01074 Ha, HOMO-LUMO gap 8.091 eV. Number 3: lowest unoccupied orbital energy 0.03754 Ha, HOMO-LUMO gap 11.531 eV. Number 4: lowest unoccupied orbital energy 0.00866 Ha, HOMO-LUMO gap 8.176 eV.